(1)
DFT (the ωB97M-V functional and the def2-TZVPD basis) results for a single C5H8N2 molecule at a distorted geometry.

Values from the calculation:
LUMO level in Eh: 0.017
Energy above the lowest of the compared OMol25 structures with the same formula, charge and spin in eV: 2.871
SMILES: [H]/N=C(C)\C=N/C=C
E_HOMO in eV: -9.2
Maximum force in eV Å⁻¹: 3.8

```
! wB97M-V def2-TZVPD RIJCOSX def2/J DEFGRID3
* xyz 0 1
H -0.713 -2.148 -0.793
N -0.776 -1.350 -1.435
C -0.057 -0.342 -1.027
C -0.274 1.051 -1.550
C 1.299 -0.603 -0.404
N 1.310 -0.646 0.880
C -0.045 -0.465 1.406
C -0.338 0.487 2.299
H -0.923 1.596 -0.861
H -0.764 1.011 -2.526
H 0.665 1.598 -1.663
H 2.195 -0.591 -1.036
H -0.685 -1.342 1.326
H -1.201 0.396 2.948
H 0.307 1.348 2.436
*
```


(2)
DFT (the ωB97M-V functional and the def2-TZVPD basis) results for a single C5H8N2 molecule at a distorted geometry.

Values from the calculation:
LUMO level in Eh: 0.034
Energy above the lowest of the compared OMol25 structures with the same formula, charge and spin in eV: 3.887
SMILES: N[C@@H]1C=C[C@H]2N[C@@H]12
E_HOMO in eV: -8.6
Maximum force in eV Å⁻¹: 5.6

```
! wB97M-V def2-TZVPD RIJCOSX def2/J DEFGRID3
* xyz 0 1
N 1.088 1.439 0.946
C 0.369 0.232 0.734
C 0.926 -0.365 -0.590
C 0.005 -0.786 -1.464
C -1.346 -0.513 -0.795
N -1.638 -1.011 0.629
C -1.096 0.236 0.486
H 1.353 2.045 -0.031
H 1.992 1.390 1.564
H 0.629 -0.356 1.514
H 2.118 -0.397 -0.616
H 0.125 -1.185 -2.472
H -2.179 -0.218 -1.315
H -0.704 -1.673 0.645
H -1.642 1.161 0.765
*
```


(3)
DFT (the ωB97M-V functional and the def2-TZVPD basis) results for a single C5H8N2 molecule at a distorted geometry.

Values from the calculation:
LUMO level in Eh: 0.036
Energy above the lowest of the compared OMol25 structures with the same formula, charge and spin in eV: 1.936
SMILES: C[C@@]12C[C@@H]1N=CN2
E_HOMO in eV: -8.7
Maximum force in eV Å⁻¹: 3.6

```
! wB97M-V def2-TZVPD RIJCOSX def2/J DEFGRID3
* xyz 0 1
C 1.637 -0.562 -0.355
C 0.305 -0.038 0.053
C 0.136 1.294 0.749
C -0.543 1.044 -0.563
N -1.962 0.519 -0.422
C -1.896 -0.662 0.045
N -0.642 -1.087 0.429
H 1.973 -1.263 0.487
H 2.365 0.356 -0.323
H 1.582 -1.160 -1.361
H 0.951 2.076 0.714
H -0.589 1.433 1.558
H -0.255 1.523 -1.467
H -2.682 -1.479 0.134
H -0.380 -1.993 0.323
*
```


no.,energy (eV),orbital gap (eV)
1,-8292.125,9.7
2,-8291.109,9.5
3,-8293.060,9.7